A:
Molecular formula: C2H4OS2
Method: DFT, ωB97M-V with the def2-TZVPD basis set

```
9
Properties=species:S:1:pos:R:3
C 2.05 -0.56 0.35
C -1.66 0.31 -0.26
O 3.06 -1.11 0.07
S 1.39 0.86 -0.52
S -0.40 1.24 0.67
H 1.39 -1.16 1.12
H -2.61 0.79 -0.04
H -1.79 -0.74 0.01
H -1.44 0.36 -1.40
```

## Properties
LUMO energy   -0.1 eV
Orbital gap   9.54 eV



B:
Molecular formula: C2H4OS2
Method: DFT, ωB97M-V with the def2-TZVPD basis set

```
9
Properties=species:S:1:pos:R:3
C -0.08 0.84 -0.34
C -1.12 -0.12 -0.50
O 4.37 0.65 0.08
S 1.42 0.88 0.01
S 3.61 -0.79 -0.08
H -0.70 -0.99 -0.85
H -1.90 0.10 -1.13
H -1.49 -0.36 0.43
H 4.28 1.25 0.78
```

## Properties
LUMO energy (alpha / beta)   -1.0 / -0.5 eV
Orbital gap (alpha / beta)   6.70 / 7.81 eV



Least stable of them? B.



A:
Molecular formula: C2H4OS2
Method: DFT, ωB97M-V with the def2-TZVPD basis set

```
9
Properties=species:S:1:pos:R:3
C 0.06 0.26 -0.44
C 1.23 0.01 0.34
O -2.85 -0.98 -0.56
S -1.21 1.41 0.06
S -1.96 -0.43 0.46
H 0.03 -0.22 -1.41
H 2.17 0.63 0.01
H 1.36 -1.15 0.23
H 1.17 0.47 1.31
```

## Properties
LUMO energy (alpha / beta)   -0.3 / -0.3 eV
Orbital gap (alpha / beta)   8.35 / 8.35 eV



B:
Molecular formula: C2H4OS2
Method: DFT, ωB97M-V with the def2-TZVPD basis set

```
9
Properties=species:S:1:pos:R:3
C 0.55 0.37 1.34
C 0.11 0.76 0.14
O 0.38 -1.74 -0.59
S -0.06 -0.02 -2.92
S -0.30 -0.57 -0.99
H 0.80 0.97 2.23
H 0.67 -0.73 1.15
H -0.24 1.79 -0.10
H -1.91 -0.82 -0.25
```

## Properties
LUMO energy (alpha / beta)   -1.1 / -1.1 eV
Orbital gap (alpha / beta)   8.35 / 8.35 eV



C:
Molecular formula: C2H4OS2
Method: DFT, ωB97M-V with the def2-TZVPD basis set

```
9
Properties=species:S:1:pos:R:3
C 0.94 0.09 -0.23
C -1.69 -0.32 0.28
O 3.33 1.17 -0.32
S 2.64 -0.09 0.10
S -0.13 -1.22 -0.13
H 0.73 0.88 -0.80
H -2.57 -0.93 0.43
H -1.95 0.30 -0.59
H -1.29 0.11 1.26
```

## Properties
LUMO energy (alpha / beta)   -0.8 / -0.8 eV
Orbital gap (alpha / beta)   7.58 / 7.58 eV



D:
Molecular formula: C2H4OS2
Method: DFT, ωB97M-V with the def2-TZVPD basis set

```
9
Properties=species:S:1:pos:R:3
C 0.61 -1.45 -1.16
C -0.40 -1.78 -0.61
O 0.48 1.77 -0.91
S -1.19 0.97 1.44
S 0.66 1.46 0.50
H 1.49 -1.18 -1.66
H -1.30 2.14 2.05
H -1.32 -2.02 -0.16
H 0.98 0.09 0.51
```

## Properties
LUMO energy   0.3 eV
Orbital gap   9.95 eV



Least stable of them? B.



A:
Molecular formula: C2H4N2O2
Method: DFT, ωB97M-V with the def2-TZVPD basis set

```
10
Properties=species:S:1:pos:R:3
O -0.70 0.67 1.90
C -0.43 -0.57 1.31
N -0.43 -0.85 0.10
C 0.10 0.42 -1.40
N 1.18 0.81 -0.81
O -0.16 -0.15 -2.42
H -0.35 -1.27 2.14
H -0.01 -1.65 -0.37
H -0.76 1.09 1.02
H 1.56 1.51 -1.47
```

## Properties
LUMO energy   0.4 eV
Orbital gap   10.02 eV



B:
Molecular formula: C2H4N2O2
Method: DFT, ωB97M-V with the def2-TZVPD basis set

```
10
Properties=species:S:1:pos:R:3
C -0.66 -0.94 -0.53
C 0.57 -1.09 -0.04
N -0.60 0.52 -0.55
N 0.64 0.31 0.15
O -1.61 1.18 0.17
O 1.85 0.91 -0.24
H -1.65 -1.40 -0.69
H 1.40 -1.80 0.43
H -1.88 0.68 0.89
H 1.94 1.64 0.42
```

## Properties
LUMO energy   0.8 eV
Orbital gap   9.84 eV



C:
Molecular formula: C2H4N2O2
Method: DFT, ωB97M-V with the def2-TZVPD basis set

```
10
Properties=species:S:1:pos:R:3
C -1.24 0.10 -0.58
C 1.59 -0.13 0.36
H -1.38 -1.62 0.26
H -1.68 0.60 -1.43
H 0.21 1.54 0.05
H 2.18 -0.83 0.89
N -1.68 -1.11 -0.49
N -0.37 0.74 0.30
O 0.47 0.03 0.98
O 1.89 0.68 -0.36
```

## Properties
LUMO energy   0.8 eV
Orbital gap   10.51 eV



Least stable of them? B.



A:
Molecular formula: C3H3BrO2
Method: DFT, ωB97M-V with the def2-TZVPD basis set

```
9
Properties=species:S:1:pos:R:3
C 1.09 -0.88 -0.19
C -0.62 1.10 0.10
C -0.19 -0.32 0.39
O 1.41 -2.04 -0.18
O -1.06 0.63 -1.17
Br -1.37 -1.49 0.97
H 1.80 -0.02 -0.61
H -1.43 1.32 0.77
H 0.36 1.70 -0.08
```

## Properties
LUMO energy (alpha / beta)   -1.9 / -1.7 eV
Orbital gap (alpha / beta)   8.32 / 8.06 eV



B:
Molecular formula: C3H3BrO2
Method: DFT, ωB97M-V with the def2-TZVPD basis set

```
9
Properties=species:S:1:pos:R:3
C 1.03 1.80 -0.41
C 0.12 1.05 -0.30
C -0.82 -0.47 -0.11
O -0.46 -1.14 0.95
O -0.79 -1.19 -1.25
Br -2.80 0.26 -0.02
H 1.61 2.70 -0.71
H -0.33 -2.08 0.56
H -0.65 -0.68 -2.08
```

## Properties
LUMO energy   0.5 eV
Orbital gap   10.54 eV



C:
Molecular formula: C3H3BrO2
Method: DFT, ωB97M-V with the def2-TZVPD basis set

```
9
Properties=species:S:1:pos:R:3
C -0.37 1.48 1.11
C 0.86 -0.75 -0.13
C 0.19 -0.38 1.12
O 0.36 2.30 0.71
O 1.53 -0.59 1.10
Br -0.97 -1.54 2.07
H -1.36 1.54 1.56
H 0.79 -1.76 -0.51
H 1.04 0.02 -0.87
```

## Properties
LUMO energy   0.5 eV
Orbital gap   9.92 eV



D:
Molecular formula: C3H3BrO2
Method: DFT, ωB97M-V with the def2-TZVPD basis set

```
9
Properties=species:S:1:pos:R:3
C -0.28 -0.42 -0.53
C 0.97 0.79 -0.78
C -0.84 -0.37 0.87
O -0.56 -1.08 -1.48
O 0.84 1.80 -1.37
Br 2.60 0.12 0.00
H -1.79 0.30 0.76
H -0.03 0.22 1.41
H -0.91 -1.35 1.13
```

## Properties
LUMO energy   0.5 eV
Orbital gap   10.07 eV



Least stable of them? A.



A:
Molecular formula: C3H3BrO2
Method: DFT, ωB97M-V with the def2-TZVPD basis set

```
9
Properties=species:S:1:pos:R:3
C 1.62 -1.53 -0.65
C 0.33 0.47 0.41
C 1.02 -0.78 0.45
O 1.04 -1.97 -1.63
O -0.23 -0.66 0.95
Br 2.53 -0.68 1.95
H 2.69 -1.24 -0.53
H 0.45 1.24 1.12
H -0.21 0.72 -0.52
```

## Properties
LUMO energy   -0.4 eV
Orbital gap   10.12 eV



B:
Molecular formula: C3H3BrO2
Method: DFT, ωB97M-V with the def2-TZVPD basis set

```
9
Properties=species:S:1:pos:R:3
C 0.24 -2.14 0.13
C -0.25 1.39 -0.42
C -0.38 0.67 0.80
O 0.22 -3.13 0.74
O 0.64 1.48 0.70
Br 1.02 -2.06 -1.80
H 0.24 1.04 -1.31
H -0.69 2.30 -0.53
H -1.04 0.43 1.70
```

## Properties
LUMO energy (alpha / beta)   -1.9 / 0.1 eV
Orbital gap (alpha / beta)   6.10 / 9.24 eV



Least stable of them? B.



A:
Molecular formula: C18H64N14O14
Method: DFT, ωB97M-V with the def2-TZVPD basis set

```
110
Properties=species:S:1:pos:R:3
C -14.68 -15.76 4.14
C -13.51 -14.97 3.50
O -12.34 -15.39 4.15
H -15.64 -15.30 3.78
H -14.70 -15.78 5.22
H -14.81 -16.74 3.83
H -13.68 -13.90 3.74
H -13.45 -15.20 2.44
H -11.62 -15.00 3.68
C -5.66 -17.45 4.56
C -4.60 -18.56 4.34
O -4.61 -19.55 5.33
H -6.62 -17.90 4.70
H -5.63 -16.86 3.70
H -5.47 -16.82 5.41
H -3.60 -18.13 4.37
H -4.72 -19.03 3.37
H -4.62 -20.45 4.99
C -7.44 -19.73 7.16
C -7.93 -18.36 7.64
O -9.06 -17.85 6.92
H -6.48 -20.06 7.56
H -7.38 -19.71 6.04
H -8.12 -20.49 7.46
H -7.15 -17.73 7.27
H -7.95 -18.32 8.72
H -9.15 -16.93 7.11
C -4.93 -12.59 4.21
C -5.80 -13.61 3.43
O -7.16 -13.31 3.66
H -4.92 -12.68 5.33
H -5.26 -11.56 4.05
H -3.89 -12.55 3.89
H -5.63 -14.65 3.72
H -5.49 -13.50 2.38
H -7.75 -14.05 3.38
C -12.64 -18.88 3.25
O -12.64 -18.35 1.98
N -12.21 -18.18 4.25
N -12.84 -20.15 3.53
H -12.26 -17.12 4.10
H -12.30 -18.50 5.26
H -12.97 -20.82 2.73
H -12.90 -20.53 4.46
C -7.54 -20.29 2.69
O -6.82 -21.50 2.61
N -8.60 -20.06 3.51
N -7.13 -19.22 2.03
H -8.62 -20.86 4.18
H -9.07 -19.13 3.63
H -6.17 -19.19 1.59
H -7.69 -18.37 1.96
C -6.48 -16.42 0.10
O -7.73 -16.94 -0.07
N -5.52 -16.40 -0.80
N -6.12 -15.98 1.30
H -5.82 -16.86 -1.73
H -4.62 -15.94 -0.80
H -6.88 -16.17 2.03
H -5.18 -15.74 1.57
C -8.68 -14.58 6.47
O -9.63 -14.04 5.54
N -7.39 -14.44 6.30
N -8.97 -15.28 7.49
H -7.17 -14.00 5.44
H -6.69 -15.11 6.75
H -9.99 -15.40 7.58
H -8.33 -15.56 8.21
C -12.96 -13.13 -0.39
O -12.74 -13.44 -1.69
N -12.08 -13.39 0.51
N -14.04 -12.47 -0.01
H -11.22 -13.84 0.20
H -12.24 -13.03 1.46
H -14.86 -12.39 -0.64
H -14.12 -12.05 0.88
C -11.94 -20.18 6.42
O -12.79 -21.27 6.17
N -10.66 -20.23 6.16
N -12.30 -19.02 6.80
H -10.28 -21.08 5.76
H -10.08 -19.40 6.22
H -13.32 -18.86 6.95
H -11.79 -18.23 7.18
C -9.22 -16.57 3.20
O -8.04 -15.82 3.26
N -9.59 -17.47 4.08
N -10.07 -16.50 2.24
H -8.90 -17.62 4.82
H -10.53 -17.94 4.08
H -9.77 -15.79 1.50
H -10.82 -17.14 2.11
C -11.58 -16.72 -1.08
O -10.28 -17.02 -1.48
H -12.23 -16.57 -1.94
H -11.67 -15.88 -0.39
H -11.93 -17.57 -0.48
H -9.79 -16.99 -0.63
C -9.61 -19.58 0.35
O -10.33 -20.40 1.26
H -9.46 -18.64 0.84
H -10.22 -19.30 -0.48
H -8.62 -19.98 0.12
H -9.92 -20.30 2.10
C -8.86 -13.76 0.78
O -9.57 -14.93 0.29
H -7.79 -13.96 0.75
H -9.00 -13.63 1.86
H -9.21 -12.89 0.24
H -9.19 -15.13 -0.58
```

## Properties
LUMO energy   -0.4 eV
Orbital gap   8.51 eV



B:
Molecular formula: C18H64N14O14
Method: DFT, ωB97M-V with the def2-TZVPD basis set

```
110
Properties=species:S:1:pos:R:3
C -2.25 3.95 4.68
C -1.36 2.81 4.84
O -0.77 2.45 3.63
H -1.92 4.76 4.04
H -2.28 4.34 5.66
H -3.28 3.77 4.41
H -1.88 1.95 5.30
H -0.51 2.98 5.57
H -1.40 2.73 2.91
C 0.50 -0.66 -0.77
C 0.01 -0.51 0.69
O -0.12 0.84 0.95
H 1.53 -0.36 -1.01
H -0.17 -0.42 -1.64
H 0.48 -1.72 -1.05
H 0.74 -0.92 1.45
H -0.96 -1.03 0.88
H -0.51 0.92 1.79
C -2.73 -0.96 5.38
C -1.36 -0.77 4.76
O -1.39 -0.98 3.30
H -3.14 -1.85 4.97
H -3.45 -0.11 5.25
H -2.49 -1.00 6.41
H -0.77 -1.58 5.08
H -0.71 0.00 5.07
H -2.00 -0.29 2.89
C -3.10 3.27 -2.08
C -1.99 2.24 -1.60
O -0.96 2.87 -0.80
H -2.64 4.07 -2.66
H -3.67 3.64 -1.19
H -3.80 2.84 -2.76
H -1.63 1.84 -2.59
H -2.49 1.50 -1.04
H -0.38 2.19 -0.36
C 2.13 -3.87 -0.81
O 1.29 -5.00 -1.04
N 3.05 -3.52 -1.61
N 2.01 -3.20 0.35
H 3.02 -4.03 -2.52
H 3.56 -2.59 -1.51
H 1.24 -3.36 1.00
H 2.36 -2.18 0.38
C -2.91 0.83 -4.80
O -4.16 1.24 -4.91
N -2.50 -0.20 -4.19
N -2.00 1.40 -5.48
H -3.29 -0.67 -3.70
H -1.49 -0.48 -4.01
H -2.41 2.08 -6.17
H -1.04 1.20 -5.19
C 3.61 -0.52 2.15
O 3.23 -0.98 0.97
N 3.49 0.70 2.56
N 4.13 -1.27 3.01
H 3.01 1.46 1.93
H 3.59 1.14 3.48
H 3.96 -2.31 3.00
H 4.47 -0.96 3.91
C 2.09 1.33 -4.13
O 0.76 1.25 -3.78
N 2.96 1.61 -3.24
N 2.47 1.23 -5.39
H 2.62 1.88 -2.34
H 3.88 1.93 -3.51
H 1.88 0.56 -5.99
H 3.42 1.35 -5.71
C 2.52 3.03 0.48
O 2.66 2.47 -0.80
N 2.78 4.29 0.64
N 1.95 2.43 1.52
H 3.36 4.81 -0.03
H 2.67 4.68 1.56
H 1.29 1.61 1.27
H 1.90 2.78 2.48
C -3.42 1.79 2.04
O -4.41 1.99 2.98
N -2.69 2.72 1.49
N -3.21 0.57 1.59
H -3.03 3.65 1.57
H -2.29 2.69 0.54
H -3.87 -0.16 1.94
H -2.57 0.23 0.85
C -1.26 -4.18 1.80
O 0.01 -3.68 2.02
N -1.54 -5.29 1.17
N -2.28 -3.57 2.33
H -1.00 -5.94 0.53
H -2.56 -5.46 1.00
H -2.12 -2.75 2.97
H -3.10 -3.96 2.66
C 1.39 -2.08 -3.99
O 0.19 -1.57 -4.38
H 2.14 -2.15 -4.76
H 1.32 -3.08 -3.68
H 1.64 -1.54 -3.08
H -0.03 -1.96 -5.22
C -1.41 -3.00 -2.01
O -2.43 -3.86 -2.56
H -0.42 -3.43 -2.11
H -1.57 -2.68 -0.94
H -1.52 -2.06 -2.55
H -2.33 -4.71 -2.08
C 4.90 -0.30 -1.42
O 4.10 -0.77 -2.47
H 5.69 0.32 -1.91
H 5.21 -1.05 -0.73
H 4.20 0.36 -0.84
H 3.58 -0.07 -2.91
```

## Properties
LUMO energy   -0.2 eV
Orbital gap   7.47 eV



Least stable of them? B.